1.
7 unconnected molecules or ions with the total composition C16H49N3O7 in a non-equilibrium geometry. Source: the OMol25 dataset; level of theory: ωB97M-V/def2-TZVPD.

Geometry (Å):
C (17.358, 9.851, -17.811)
O (16.237, 10.416, -18.512)
C (15.136, 9.546, -18.599)
C (14.114, 10.073, -19.566)
C (12.862, 9.212, -19.687)
N (14.721, 10.162, -20.938)
H (17.872, 10.716, -17.394)
H (17.943, 9.444, -18.642)
H (17.076, 9.115, -17.058)
H (15.371, 8.508, -18.904)
H (14.761, 9.295, -17.591)
H (13.828, 11.095, -19.315)
H (12.345, 9.225, -18.725)
H (13.202, 8.181, -19.846)
H (12.225, 9.474, -20.524)
H (15.723, 10.266, -20.763)
H (14.690, 9.236, -21.367)
C (12.671, 12.654, -16.887)
O (13.329, 13.142, -18.023)
C (14.519, 13.894, -17.726)
C (14.806, 14.762, -18.956)
C (15.965, 15.673, -18.564)
N (13.603, 15.565, -19.280)
H (12.008, 11.803, -17.036)
H (12.148, 13.486, -16.409)
H (13.370, 12.249, -16.142)
H (14.245, 14.566, -16.907)
H (15.293, 13.144, -17.553)
H (15.120, 14.133, -19.793)
H (16.761, 15.015, -18.195)
H (15.640, 16.399, -17.821)
H (16.439, 16.160, -19.414)
H (13.537, 16.365, -18.661)
H (12.840, 14.924, -19.060)
C (17.260, 13.665, -22.276)
O (17.603, 13.864, -23.642)
C (18.939, 14.350, -23.809)
C (19.403, 13.985, -25.207)
C (20.924, 14.148, -25.314)
N (18.687, 14.795, -26.218)
H (17.371, 12.601, -22.054)
H (16.276, 14.074, -22.060)
H (17.964, 14.191, -21.620)
H (18.927, 15.422, -23.584)
H (19.555, 13.863, -23.043)
H (19.202, 12.943, -25.458)
H (21.222, 14.254, -26.359)
H (21.463, 13.232, -25.042)
H (21.308, 14.937, -24.665)
H (19.137, 14.529, -27.098)
H (19.047, 15.755, -26.183)
C (13.200, 11.848, -12.952)
O (13.188, 10.445, -12.927)
H (13.096, 12.449, -12.046)
H (14.111, 12.146, -13.489)
H (12.417, 12.257, -13.608)
H (13.149, 10.096, -12.034)
C (15.144, 17.979, -21.488)
O (15.136, 16.576, -21.662)
H (14.416, 18.437, -22.163)
H (14.865, 18.235, -20.466)
H (16.110, 18.390, -21.779)
H (14.790, 16.113, -20.878)
C (11.116, 17.652, -22.210)
O (11.637, 17.791, -20.917)
H (11.855, 17.404, -22.981)
H (10.379, 16.838, -22.225)
H (10.639, 18.580, -22.516)
H (12.271, 17.124, -20.651)
C (16.880, 12.213, -14.667)
O (17.223, 13.597, -14.796)
H (16.211, 11.827, -15.442)
H (17.788, 11.653, -14.947)
H (16.518, 11.960, -13.673)
H (17.510, 13.846, -13.913)

Summary:
E_LUMO, eV: 0.46
Highest occupied orbital energy, eV: -9.004
ΔE to the lowest compared entry with this formula, charge and spin, kcal/mol: 71.4
Maximum force, eV/Å: 1.97
Structure (SMILES): COC[C@H](C)N.COC[C@H](C)N.COC[C@H](C)N.CO.CO.CO.CO
Orbital gap, eV: 9.460



2.
9 unconnected molecules or ions with the total composition C16H50BrF2N19O9Si in a non-equilibrium geometry. Source: the OMol25 dataset; level of theory: ωB97M-V/def2-TZVPD.

Geometry (Å):
C (-5.997, 0.795, 4.717)
C (-5.157, 1.312, 3.548)
F (-5.734, 0.865, 2.352)
Si (-3.279, 0.915, 3.656)
C (-2.481, 2.566, 4.205)
C (-2.682, 2.719, 5.709)
F (-2.555, 4.016, 6.106)
C (-2.505, 0.531, 1.982)
C (-3.286, -0.395, 1.123)
O (-4.035, -1.182, 1.423)
Br (-2.935, -0.186, -0.850)
C (-2.855, -0.325, 5.034)
C (-2.936, -1.817, 4.697)
N (-2.379, -2.598, 5.852)
N (-2.132, -2.158, 3.531)
N (-4.293, -2.284, 4.605)
H (-6.965, 0.529, 4.308)
H (-5.612, -0.095, 5.196)
H (-6.199, 1.585, 5.425)
H (-5.263, 2.392, 3.546)
H (-1.420, 2.460, 3.995)
H (-2.898, 3.404, 3.663)
H (-1.949, 2.110, 6.214)
H (-3.672, 2.360, 5.967)
H (-2.320, 1.433, 1.428)
H (-1.543, 0.075, 2.171)
H (-1.848, -0.102, 5.372)
H (-3.486, -0.160, 5.896)
H (-1.369, -2.504, 5.862)
H (-2.698, -2.141, 6.702)
H (-2.273, -3.132, 3.291)
H (-1.149, -2.048, 3.751)
H (-4.229, -3.294, 4.611)
H (-4.726, -1.960, 3.744)
N (1.957, 2.077, 1.459)
C (0.831, 2.800, 1.235)
N (1.007, 4.131, 1.076)
O (-0.282, 2.271, 1.175)
H (2.871, 2.483, 1.506)
H (1.867, 1.084, 1.574)
H (0.189, 4.689, 0.895)
H (1.906, 4.581, 1.117)
N (-5.332, -1.943, -4.334)
C (-4.339, -2.871, -4.256)
N (-3.388, -2.624, -3.315)
O (-4.305, -3.861, -4.979)
H (-5.378, -1.133, -3.744)
H (-6.060, -2.095, -5.010)
H (-2.643, -3.291, -3.230)
H (-3.395, -1.818, -2.712)
N (5.468, -1.226, 1.848)
C (4.565, -0.581, 1.051)
N (4.987, -0.328, -0.214)
O (3.457, -0.258, 1.454)
H (6.382, -1.500, 1.540)
H (5.188, -1.429, 2.790)
H (4.346, 0.147, -0.824)
H (5.892, -0.589, -0.568)
N (-1.135, 3.738, -3.571)
C (-1.143, 3.845, -2.202)
N (-1.067, 2.669, -1.527)
O (-1.212, 4.926, -1.640)
H (-1.081, 2.864, -4.058)
H (-1.191, 4.589, -4.098)
H (-1.063, 2.712, -0.517)
H (-1.005, 1.773, -1.971)
N (5.738, -2.258, -4.206)
C (6.393, -2.380, -3.018)
N (6.634, -3.658, -2.616)
O (6.743, -1.407, -2.364)
H (5.442, -3.039, -4.761)
H (5.543, -1.328, -4.532)
H (7.118, -3.784, -1.746)
H (6.356, -4.466, -3.140)
N (-6.759, -5.232, -4.359)
C (-8.066, -4.958, -4.107)
N (-8.777, -5.971, -3.518)
O (-8.575, -3.884, -4.383)
H (-6.318, -6.105, -4.141)
H (-6.207, -4.505, -4.788)
H (-9.745, -5.797, -3.320)
H (-8.383, -6.861, -3.281)
N (8.972, -1.141, -4.642)
C (9.704, -0.726, -5.717)
N (10.860, -0.060, -5.409)
O (9.355, -0.931, -6.864)
H (9.235, -0.982, -3.688)
H (8.117, -1.630, -4.834)
H (11.422, 0.259, -6.177)
H (11.166, 0.119, -4.472)
N (5.690, 4.655, 0.381)
C (4.777, 5.285, -0.419)
N (5.196, 5.536, -1.692)
O (3.668, 5.601, -0.026)
H (6.606, 4.387, 0.075)
H (5.415, 4.460, 1.325)
H (4.548, 5.998, -2.305)
H (6.103, 5.287, -2.039)

Summary:
E_LUMO, eV: -0.14
Highest occupied orbital energy, eV: -9.129
Maximum force, eV/Å: 5.18
Structure (SMILES): C[C@H](F)[Si@](CCF)(CC(=O)Br)CC(N)(N)N.NC(N)=O.NC(N)=O.NC(N)=O.NC(N)=O.NC(N)=O.NC(N)=O.NC(N)=O.NC(N)=O
Orbital gap, eV: 8.990



3.
7 unconnected molecules or ions with the total composition C16H50N4O7 in a non-equilibrium geometry. Source: the OMol25 dataset; level of theory: ωB97M-V/def2-TZVPD.

Geometry (Å):
C (-0.564, -2.416, 3.432)
O (0.100, -2.466, 2.183)
C (1.368, -3.024, 2.339)
C (2.146, -2.900, 0.986)
C (3.373, -3.824, 1.062)
N (2.519, -1.524, 0.628)
H (-1.002, -3.375, 3.706)
H (-1.371, -1.665, 3.487)
H (0.168, -2.092, 4.177)
H (1.889, -2.496, 3.138)
H (1.309, -4.074, 2.694)
H (1.405, -3.312, 0.240)
H (4.095, -3.436, 1.829)
H (3.766, -3.887, 0.088)
H (3.039, -4.861, 1.285)
H (1.859, -0.933, 1.057)
H (3.439, -1.306, 0.951)
C (-4.799, -0.862, -0.517)
O (-4.314, 0.447, -0.366)
C (-4.055, 1.106, -1.535)
C (-3.531, 2.495, -1.208)
C (-4.699, 3.417, -0.803)
N (-2.689, 3.083, -2.311)
H (-4.755, -1.278, 0.428)
H (-4.247, -1.498, -1.188)
H (-5.849, -0.902, -0.748)
H (-3.273, 0.514, -1.988)
H (-4.887, 1.125, -2.204)
H (-2.951, 2.485, -0.279)
H (-5.225, 3.758, -1.772)
H (-4.391, 4.293, -0.292)
H (-5.404, 2.776, -0.178)
H (-1.965, 2.478, -2.540)
H (-2.231, 3.926, -2.026)
C (-1.606, 4.237, 4.545)
O (-0.884, 3.947, 3.339)
C (-0.793, 2.520, 3.092)
C (0.448, 2.361, 2.199)
C (0.345, 2.958, 0.834)
N (0.790, 0.909, 2.096)
H (-2.495, 3.602, 4.640)
H (-1.862, 5.285, 4.574)
H (-1.022, 3.940, 5.402)
H (-0.561, 1.927, 4.005)
H (-1.698, 2.135, 2.639)
H (1.255, 2.768, 2.733)
H (-0.559, 2.480, 0.364)
H (1.177, 2.695, 0.253)
H (0.235, 4.074, 0.974)
H (1.033, 0.538, 2.972)
H (-0.058, 0.382, 1.866)
C (5.080, -2.880, -4.066)
O (3.802, -2.351, -3.711)
C (4.039, -1.116, -2.977)
C (2.718, -0.351, -2.804)
C (2.851, 0.788, -1.809)
N (1.617, -1.172, -2.389)
H (4.943, -3.695, -4.749)
H (5.646, -3.107, -3.095)
H (5.759, -2.198, -4.619)
H (4.420, -1.374, -1.994)
H (4.710, -0.439, -3.572)
H (2.379, 0.062, -3.776)
H (3.654, 1.499, -2.073)
H (3.178, 0.327, -0.907)
H (1.867, 1.229, -1.740)
H (1.276, -1.785, -3.146)
H (1.638, -1.588, -1.496)
O (-0.281, 0.806, -1.817)
H (0.282, -0.012, -1.980)
H (-0.759, 0.606, -0.966)
O (-1.694, -1.949, -3.104)
H (-1.923, -1.093, -2.709)
H (-1.743, -2.511, -2.325)
O (-1.628, -1.169, 0.344)
H (-1.259, -1.953, 0.779)
H (-2.587, -1.100, 0.419)

Summary:
E_LUMO, eV: 0.39
Highest occupied orbital energy, eV: -8.651
ΔE to the lowest compared entry with this formula, charge and spin, kcal/mol: 28.4
Maximum force, eV/Å: 3.11
Structure (SMILES): COC[C@H](C)N.COC[C@H](C)N.COC[C@H](C)N.COC[C@H](C)N.O.O.O
Orbital gap, eV: 9.038



4.
A molecular structure, C16H51BO8Pt in a non-equilibrium geometry. Source: the OMol25 dataset; level of theory: ωB97M-V/def2-TZVPD.

Geometry (Å):
Pt (-0.312, 1.976, 0.522)
B (-0.234, -0.324, -0.257)
H (-1.066, 0.300, -0.865)
H (-0.002, -1.364, -0.791)
H (0.785, 0.318, -0.184)
H (-0.606, -0.530, 0.867)
C (-2.939, 3.711, -2.029)
C (-1.509, 4.122, -1.700)
O (-0.746, 3.151, -1.086)
H (-3.007, 2.754, -2.552)
H (-3.420, 4.465, -2.660)
H (-3.561, 3.638, -1.133)
H (-1.579, 5.000, -1.035)
H (-1.052, 4.497, -2.629)
C (4.118, -0.730, -2.677)
C (2.649, -0.784, -2.373)
O (2.446, -1.695, -1.281)
H (4.665, -0.239, -1.871)
H (4.286, -0.155, -3.591)
H (4.534, -1.724, -2.844)
H (2.045, -1.143, -3.209)
H (2.301, 0.203, -2.046)
H (1.575, -1.484, -0.914)
C (-3.891, -0.156, 0.714)
C (-3.481, 1.254, 0.332)
O (-2.467, 1.736, 1.264)
H (-4.464, -0.136, 1.643)
H (-3.006, -0.786, 0.766)
H (-4.573, -0.571, -0.032)
H (-4.333, 1.929, 0.428)
H (-3.033, 1.303, -0.653)
H (-2.912, 1.908, 2.098)
C (-2.415, -0.188, -4.992)
C (-1.600, 0.039, -3.741)
O (-1.083, -1.193, -3.267)
H (-2.819, 0.781, -5.307)
H (-3.291, -0.818, -4.833)
H (-1.813, -0.578, -5.811)
H (-2.236, 0.515, -2.986)
H (-0.778, 0.727, -3.974)
H (-0.739, -1.030, -2.377)
C (-1.305, -0.069, 3.840)
C (-0.471, 1.194, 3.807)
O (0.335, 1.232, 2.610)
H (-1.840, -0.182, 2.895)
H (-2.080, -0.068, 4.609)
H (-0.678, -0.954, 3.947)
H (0.247, 1.180, 4.630)
H (-1.061, 2.108, 3.831)
H (1.095, 0.648, 2.782)
C (1.839, -2.709, 2.875)
C (2.304, -1.453, 2.160)
O (2.486, -0.357, 3.099)
H (2.173, -3.620, 2.377)
H (0.753, -2.700, 2.957)
H (2.283, -2.793, 3.872)
H (1.582, -1.130, 1.414)
H (3.251, -1.587, 1.633)
H (3.172, -0.648, 3.706)
C (-0.607, -5.428, 1.141)
C (-0.313, -4.187, 0.346)
O (-1.257, -3.164, 0.662)
H (-1.647, -5.720, 0.974)
H (-0.490, -5.269, 2.214)
H (0.029, -6.245, 0.802)
H (-0.323, -4.385, -0.733)
H (0.689, -3.783, 0.548)
H (-0.943, -2.343, 0.255)
C (4.074, 3.170, 0.643)
C (3.048, 2.042, 0.584)
O (1.843, 2.462, -0.066)
H (3.589, 4.142, 0.711)
H (4.677, 3.186, -0.270)
H (4.767, 3.011, 1.468)
H (2.805, 1.735, 1.598)
H (3.471, 1.170, 0.077)
H (2.067, 2.813, -0.934)

Summary:
E_LUMO (spin up / spin down), eV: 0.14 / -0.96
Spin multiplicity: 3
Highest occupied orbital energy (spin up / spin down), eV: -8.339 / -8.197
ΔE to the lowest compared entry with this formula, charge and spin, kcal/mol: 0.0
Maximum force, eV/Å: 1.09
Orbital gap (spin up / spin down), eV: 8.483 / 7.236



5.
A molecular structure, C16H52FeO28P4S2 in a non-equilibrium geometry. Source: the OMol25 dataset; level of theory: ωB97M-V/def2-TZVPD.

Geometry (Å):
Fe (0.576, -0.023, -1.270)
S (1.756, 1.927, -2.916)
O (2.251, 1.186, -1.793)
O (2.394, 1.705, -4.170)
O (0.552, 1.076, -2.840)
O (1.569, 3.356, -2.616)
S (0.711, -1.141, 1.219)
O (1.417, -0.164, 0.390)
O (1.647, -2.179, 1.552)
O (-0.072, -0.623, 2.309)
O (-0.128, -1.310, 0.034)
C (2.841, -0.636, 3.945)
O (1.589, -0.004, 4.319)
H (2.853, -1.711, 4.128)
H (3.000, -0.461, 2.881)
H (3.750, -0.165, 4.319)
H (0.953, -0.315, 3.671)
C (4.792, -3.355, 1.639)
O (4.223, -2.297, 0.928)
H (4.413, -4.364, 1.482)
H (5.875, -3.230, 1.638)
H (4.481, -3.248, 2.678)
H (3.272, -2.263, 1.060)
C (0.159, -4.207, 3.438)
O (0.824, -4.659, 2.292)
H (0.238, -5.044, 4.131)
H (0.736, -3.366, 3.822)
H (-0.887, -4.006, 3.205)
H (1.213, -3.851, 1.947)
C (-2.880, -0.197, 4.187)
O (-1.931, -1.172, 4.032)
H (-2.563, 0.785, 3.835)
H (-3.767, -0.418, 3.594)
H (-3.166, -0.092, 5.234)
H (-1.382, -1.101, 3.247)
C (-1.584, -3.976, -4.443)
O (-1.028, -2.749, -4.159)
P (-1.864, -1.843, -3.152)
O (-1.004, -0.905, -2.374)
O (-3.018, -1.063, -4.060)
C (-2.703, -0.435, -5.331)
O (-2.843, -2.806, -2.276)
C (-2.433, -3.425, -1.034)
H (-1.051, -4.381, -5.303)
H (-2.630, -3.785, -4.680)
H (-1.370, -4.645, -3.610)
H (-3.448, 0.359, -5.367)
H (-2.950, -1.065, -6.186)
H (-1.654, -0.165, -5.459)
H (-2.522, -2.775, -0.164)
H (-1.413, -3.808, -1.060)
H (-3.064, -4.234, -0.665)
C (-2.658, 2.937, -2.871)
O (-3.095, 2.096, -1.738)
P (-2.230, 1.878, -0.414)
O (-0.919, 1.248, -0.708)
O (-2.041, 3.282, 0.287)
C (-3.132, 4.241, 0.430)
O (-3.132, 1.025, 0.592)
C (-3.421, -0.384, 0.395)
H (-2.971, 3.941, -2.583)
H (-3.173, 2.667, -3.793)
H (-1.585, 2.987, -3.059)
H (-4.113, 3.851, 0.161)
H (-2.896, 5.173, -0.083)
H (-3.150, 4.506, 1.488)
H (-4.494, -0.547, 0.302)
H (-3.089, -1.054, 1.188)
H (-3.011, -0.726, -0.555)
C (2.041, -1.698, -5.227)
O (1.716, -2.771, -4.338)
P (2.099, -2.676, -2.827)
O (1.688, -1.367, -2.225)
O (1.401, -4.031, -2.292)
C (1.633, -4.537, -1.006)
O (3.724, -2.926, -2.793)
C (4.743, -1.951, -2.681)
H (1.185, -1.374, -5.819)
H (2.763, -2.037, -5.970)
H (2.314, -0.812, -4.654)
H (2.475, -4.026, -0.538)
H (2.031, -5.541, -1.154)
H (0.686, -4.519, -0.467)
H (5.388, -2.103, -1.816)
H (4.278, -0.977, -2.527)
H (5.444, -1.885, -3.514)
C (-0.024, 2.987, 2.770)
O (0.247, 4.378, 2.227)
P (-0.276, 5.718, 3.033)
O (-1.649, 6.182, 2.674)
O (-0.066, 5.351, 4.614)
C (-0.694, 6.115, 5.590)
O (0.929, 6.758, 2.593)
C (0.797, 7.583, 1.439)
H (-0.761, 2.914, 3.569)
H (0.901, 2.665, 3.250)
H (-0.334, 2.278, 2.002)
H (-1.364, 6.911, 5.267)
H (0.076, 6.656, 6.141)
H (-1.259, 5.419, 6.210)
H (0.747, 8.656, 1.624)
H (-0.098, 7.336, 0.869)
H (1.603, 7.474, 0.713)

Summary:
E_LUMO (spin up / spin down), eV: 2.09 / 2.09
Spin multiplicity: 6
Highest occupied orbital energy (spin up / spin down), eV: -5.392 / -5.498
Net charge: -1
Maximum force, eV/Å: 8.64
Orbital gap (spin up / spin down), eV: 7.478 / 7.584